Entry from the Open Molecules 2025 dataset: the molecule CH3Cl2OPS in a non-equilibrium geometry (the ωB97M-V functional and the def2-TZVPD basis).

```
9
Properties=species:S:1:pos:R:3:nbo_charge:R:1
O -2.07 -1.78 -0.20 -0.950
S -0.77 -1.62 0.45 0.824
P -0.51 0.58 1.00 0.609
Cl -2.14 1.09 -0.01 -0.231
C 0.76 0.93 -0.22 -0.732
Cl 2.21 0.09 0.27 -0.019
H -0.88 -2.11 1.66 0.030
H 1.02 1.93 -0.07 0.238
H 0.55 0.81 -1.20 0.231
```

Output
LUMO level: 0.005 Eh
SMILES: O=[SH]#P(Cl)CCl